Record 1
The following is a quantum chemistry calculation of 2 unconnected molecules or ions with the total composition C3H2BrF2I, from OMol25.

Each line ends with the natural charge from an NBO analysis.
Geometry (Å):
F  -0.9198  0.9550  1.7204  -0.31
C  -0.7436  1.0844  0.4603  0.59
F  -0.6179  2.3793  0.1365  -0.33
Br  -2.2541  0.3851  -0.5546  -0.07
H  -0.0335  0.5464  0.3337  0.12
C  1.3319  -0.5158  -0.4563  -0.34
C  0.8194  -1.5608  -0.6283  -0.26
I  0.1476  -3.4601  -0.4460  0.31
H  2.2701  0.1867  -0.5655  0.29

Properties
- HOMO level: -9.95 eV
- Electronic energy: -3186.79429 Eh
- Spin multiplicity: 1
- Kohn-Sham gap: 10.00 eV
- Maximum force: 10.9 eV Å⁻¹
- Total charge: 0
- Energy relative to the best compared isomer or geometry (same formula, charge and spin): 84.5 kcal per mole

---

Record 2
The following is a quantum chemistry calculation of a molecular structure, C37H52BBrN7O2Ru, from OMol25.

Each line ends with the Löwdin charge.
Geometry (Å):
Ru  0.3818  -0.0539  -0.3336  1.47
C  -1.5919  -3.2236  3.6772  0.00
C  -0.6174  -2.2200  3.1569  -0.25
C  0.3212  -1.4930  3.8513  0.04
C  0.9814  -0.6884  2.9132  -0.21
N  0.4364  -0.9203  1.7082  0.01
N  -0.5265  -1.8616  1.8651  0.02
B  -1.1603  -2.5650  0.6670  -0.55
N  -2.1765  -1.6885  -0.0321  0.02
N  -1.9045  -0.4329  -0.4971  0.07
C  -3.0612  0.0314  -1.0437  -0.18
C  -4.0410  -0.9589  -0.9006  0.03
C  -3.4532  -2.0223  -0.2639  -0.25
C  -4.0928  -3.3187  0.1163  0.00
C  -3.3796  1.3907  -1.6655  -0.51
C  -2.5353  1.6530  -2.9226  -0.04
C  -3.1682  2.5021  -0.6278  -0.03
C  -4.8514  1.4216  -2.0910  -0.06
N  -0.0175  -2.9437  -0.2848  0.05
N  0.9750  -2.0697  -0.6020  -0.03
C  1.9342  -2.7563  -1.2571  -0.21
C  1.5291  -4.0897  -1.3398  0.04
C  0.2990  -4.1703  -0.7223  -0.24
C  -0.5657  -5.3734  -0.5521  0.00
C  3.2609  -2.2501  -1.7836  -0.54
C  3.3180  -2.4690  -3.3036  -0.03
C  3.5067  -0.7857  -1.4693  -0.05
C  4.3721  -3.0882  -1.1289  -0.03
C  2.1430  0.2212  3.2512  -0.53
C  1.6603  1.2982  4.2355  -0.02
C  3.2259  -0.6223  3.9410  -0.03
C  2.7522  0.8758  2.0177  -0.05
H  -1.5572  -3.2282  4.7641  0.09
H  -2.6085  -2.9889  3.3604  0.08
H  -1.3540  -4.2265  3.3209  0.09
H  0.5169  -1.5479  4.9097  0.12
H  -1.6962  -3.5565  1.0489  0.12
H  -5.0646  -0.9150  -1.2266  0.11
H  -5.1346  -3.2995  -0.1956  0.09
H  -3.6045  -4.1635  -0.3697  0.08
H  -4.0581  -3.4861  1.1931  0.08
H  -1.4991  1.8312  -2.6692  0.04
H  -2.6001  0.8064  -3.6112  0.09
H  -2.9170  2.5350  -3.4420  0.09
H  -2.1297  2.5603  -0.3322  0.04
H  -3.4637  3.4649  -1.0530  0.09
H  -3.7799  2.3195  0.2587  0.09
H  -5.0655  0.6695  -2.8529  0.09
H  -5.5240  1.2708  -1.2446  0.09
H  -5.0693  2.4005  -2.5194  0.09
H  2.0756  -4.9076  -1.7794  0.12
H  -0.1162  -6.2101  -1.0817  0.09
H  -0.6673  -5.6472  0.4989  0.09
H  -1.5641  -5.2031  -0.9547  0.08
H  2.5246  -1.9270  -3.8205  0.08
H  4.2771  -2.1149  -3.6861  0.09
H  3.2246  -3.5273  -3.5515  0.09
H  2.8578  -0.1289  -2.0369  0.05
H  3.3607  -0.5870  -0.4081  0.05
H  4.5370  -0.5245  -1.7167  0.10
H  4.2442  -4.1505  -1.3411  0.08
H  5.3399  -2.7794  -1.5269  0.09
H  4.3805  -2.9525  -0.0451  0.09
H  1.2462  0.8436  5.1368  0.09
H  2.4995  1.9316  4.5286  0.09
H  0.8923  1.9305  3.7886  0.06
H  2.8481  -1.0935  4.8492  0.08
H  3.5987  -1.4051  3.2772  0.09
H  4.0632  0.0208  4.2193  0.09
H  1.9928  1.2840  1.3607  0.02
H  3.4117  1.6944  2.3112  0.10
H  3.3473  0.1569  1.4567  0.07
C  0.2552  -0.2897  -2.4205  -0.07
H  0.7413  -1.1983  -2.7450  0.01
H  0.7284  0.5731  -2.8820  0.04
H  -0.7994  -0.3295  -2.6581  0.01
C  -1.9960  3.1502  3.1433  -0.04
C  -2.3871  1.8334  2.9683  -0.03
C  -1.6738  1.0345  2.0917  -0.12
N  -0.6115  1.4807  1.4210  0.04
C  -0.2283  2.7448  1.5981  -0.13
C  -0.8951  3.6146  2.4400  -0.03
H  -2.5392  3.8070  3.8104  0.12
H  -3.2393  1.4226  3.4918  0.12
H  -1.9677  0.0096  1.9207  0.10
H  0.6454  3.0790  1.0541  0.12
H  -0.5475  4.6330  2.5453  0.12
Br  4.3362  5.8022  -3.5633  0.77
C  2.6133  5.2702  -2.9937  -0.67
C  1.5181  6.0655  -3.2961  -0.10
C  0.2528  5.6707  -2.8807  -0.05
C  0.0853  4.4842  -2.1854  -0.01
C  1.1949  3.6948  -1.8991  -0.13
C  2.4704  4.0877  -2.2936  -0.05
C  1.0208  2.3835  -1.2350  -0.61
O  1.9842  1.6586  -0.9333  -0.03
O  -0.1571  1.9465  -1.0010  -0.17
H  1.6550  6.9801  -3.8566  0.11
H  -0.6035  6.2906  -3.1122  0.11
H  -0.8974  4.1577  -1.8689  0.11
H  3.3222  3.4649  -2.0579  0.12

Properties
- HOMO level: -11.31 eV
- Electronic energy: -4668.50390 Eh
- Spin multiplicity: 1
- Kohn-Sham gap: 6.79 eV
- Maximum force: 4.9 eV Å⁻¹
- Total charge: +1
- Energy relative to the best compared isomer or geometry (same formula, charge and spin): 0.0 kcal per mole

---

Record 3
The following is a quantum chemistry calculation of C6H8 in the gas phase, from OMol25.

Each line ends with the natural charge from an NBO analysis.
Geometry (Å):
C  -0.0806  -1.2084  0.7087  -0.10
C  -0.9753  -0.6933  -0.1573  -0.11
C  -1.7273  0.5455  0.0613  -0.38
C  -0.4393  0.5515  -0.7827  -0.27
C  0.9844  0.7448  -0.2506  -0.41
C  1.2639  -0.6862  0.3079  -0.47
H  -0.2098  -1.9733  1.4631  0.21
H  -1.6716  0.8956  1.0884  0.21
H  -2.6485  0.7633  -0.4649  0.21
H  -0.6040  0.7866  -1.8353  0.22
H  1.0770  1.5888  0.4625  0.20
H  1.6876  0.9807  -1.0567  0.22
H  2.1608  -0.8137  0.9209  0.22
H  1.1827  -1.4820  -0.4653  0.25

Properties
- HOMO level: -7.91 eV
- Electronic energy: -233.27174 Eh
- Spin multiplicity: 1
- Kohn-Sham gap: 8.71 eV
- Maximum force: 2.3 eV Å⁻¹
- Total charge: 0
- Energy relative to the best compared isomer or geometry (same formula, charge and spin): 72.3 kcal per mole